Formula: C5H6OS2
Source: the OMol25 dataset
Level of theory: ωB97M-V/def2-TZVPD

Geometry (Å):
C: 2.441 -0.172 -0.256
C: 1.203 -0.959 -0.202
C: -0.119 -0.402 -0.256
C: -2.345 -0.322 -0.293
C: -2.342 0.467 0.819
H: 3.088 1.955 0.569
H: 1.370 -2.008 -0.461
H: -0.333 0.717 -0.299
H: -3.205 -0.683 -0.801
H: -3.247 1.401 0.945
H: -1.223 0.475 1.293
O: -1.215 -1.100 -0.725
S: 2.007 1.448 -0.529
S: 3.920 -0.816 0.198

Forces on the atoms, in the same order (eV/Å):
C -0.10 -1.72 2.03
C -3.00 0.35 -1.59
C 3.65 -0.55 -2.39
C 0.08 -0.75 1.69
C 0.54 1.89 -1.05
H -2.30 -0.82 -2.82
H -0.49 0.09 0.64
H 0.88 -1.81 0.49
H -0.62 0.30 -0.68
H 3.01 -3.46 -0.01
H -3.44 0.65 -0.32
O -0.08 2.12 2.27
S 3.26 2.95 2.50
S -1.38 0.78 -0.77

Calculated values
SMILES string: C=CO/C=C/C(=S)S
Charge: 0
HOMO level in eV: -8.58
HOMO-LUMO gap in eV: 7.5474



Formula: C39H56F5NO20
Source: the OMol25 dataset
Level of theory: ωB97M-V/def2-TZVPD

Geometry (Å):
C: 2.061 3.132 3.670
C: 0.784 2.222 3.316
C: -0.568 3.087 3.070
O: -0.938 4.023 3.827
O: -1.308 2.753 1.898
C: -2.473 1.913 2.184
N: -3.637 2.861 2.353
C: -2.663 0.969 0.866
C: -4.133 1.048 0.232
O: -4.350 -0.241 -0.457
C: -2.391 1.077 3.549
C: -3.503 -0.084 3.524
O: -4.056 -0.433 4.810
C: -3.096 -1.085 5.664
C: -3.021 -2.680 5.508
O: -3.143 -3.165 4.144
C: -1.883 -3.417 3.540
C: -0.617 -2.515 3.687
C: 0.748 -2.832 2.975
C: 0.882 -4.064 2.035
C: 2.321 -4.295 1.352
C: 3.385 -4.312 2.597
C: 2.468 -5.776 0.675
C: 2.795 -3.101 0.389
C: 1.693 -2.574 -0.656
C: 0.863 -3.720 -1.409
C: 2.528 -1.791 -1.821
C: 0.679 -1.469 -0.052
C: -0.355 -4.980 1.864
C: -1.708 -4.669 2.602
H: 2.498 2.708 4.654
H: 1.845 4.244 3.780
H: 2.890 2.952 2.885
H: 0.641 1.390 4.083
H: 1.028 1.692 2.316
H: -3.356 3.481 3.142
H: -3.742 3.433 1.500
H: -1.936 1.365 0.057
H: -2.311 -0.115 1.063
H: -4.980 1.130 0.996
H: -4.281 1.929 -0.499
H: -5.245 -0.539 -0.168
H: -2.532 1.745 4.482
H: -1.373 0.546 3.708
H: -3.075 -0.957 2.925
H: -4.386 0.325 2.897
H: -3.444 -0.883 6.750
H: -2.031 -0.676 5.599
H: -3.878 -3.180 6.104
H: -2.033 -3.077 5.936
H: -0.628 -1.576 4.328
H: 1.629 -2.119 3.168
H: 2.958 -4.895 3.481
H: 4.425 -4.662 2.270
H: 3.455 -3.205 2.933
H: 1.507 -6.135 0.177
H: 2.804 -6.464 1.542
H: 3.278 -5.662 -0.129
H: 3.120 -2.188 1.020
H: 3.724 -3.409 -0.218
H: -0.013 -3.213 -1.971
H: 1.571 -4.215 -2.175
H: 0.410 -4.514 -0.724
H: 1.839 -1.334 -2.619
H: 3.123 -0.897 -1.382
H: 3.264 -2.487 -2.353
H: -0.243 -1.940 0.460
H: 0.252 -0.823 -0.910
H: 1.161 -0.760 0.703
H: -0.306 -5.908 1.202
H: -2.637 -5.334 2.470
C: 2.058 -4.459 -6.909
C: 0.975 -4.125 -5.934
O: 1.689 -3.783 -4.764
C: 2.880 -3.285 -5.199
O: 3.632 -2.648 -4.518
O: 3.108 -3.593 -6.505
F: 0.206 -5.209 -5.669
H: 2.393 -5.498 -6.828
H: 1.764 -4.265 -7.941
H: 0.341 -3.287 -6.236
C: -7.959 0.183 -1.869
C: -8.314 1.206 -0.837
O: -8.407 2.401 -1.584
C: -8.789 2.017 -2.836
O: -9.227 2.761 -3.662
O: -8.618 0.677 -3.026
F: -7.319 1.344 0.074
H: -6.882 0.132 -2.059
H: -8.317 -0.814 -1.608
H: -9.261 1.018 -0.324
C: 4.009 1.086 -8.258
C: 3.996 0.273 -7.003
O: 3.067 -0.752 -7.291
C: 3.134 -0.932 -8.640
O: 2.696 -1.889 -9.212
O: 3.766 0.105 -9.257
F: 3.528 0.998 -5.960
H: 3.213 1.835 -8.283
H: 4.965 1.585 -8.421
H: 4.962 -0.169 -6.743
C: 2.345 6.146 5.514
C: 2.447 7.049 6.701
O: 3.766 7.550 6.613
C: 4.066 7.550 5.283
O: 4.981 8.149 4.801
O: 3.189 6.788 4.569
F: 2.328 6.351 7.856
H: 2.725 5.140 5.715
H: 1.324 6.066 5.138
H: 1.737 7.881 6.696
C: 2.629 4.910 -3.153
C: 1.661 4.348 -4.145
O: 2.236 4.697 -5.388
C: 3.579 4.746 -5.166
O: 4.404 4.745 -6.033
O: 3.869 4.789 -3.835
F: 0.454 4.953 -4.043
H: 2.439 5.964 -2.928
H: 2.639 4.349 -2.217
H: 1.538 3.263 -4.089

Forces on the atoms, in the same order (eV/Å):
C 0.63 -1.03 0.51
C 0.09 0.39 -1.57
C -0.49 1.76 1.73
O 1.47 -3.52 -2.86
O 1.70 -0.52 2.22
C -1.77 0.04 -0.18
N 1.24 -0.73 0.21
C 0.49 0.89 -0.37
C -0.47 -0.77 0.43
O -0.98 0.89 0.59
C 0.36 -0.72 0.59
C -0.49 1.02 -1.54
O 1.86 -0.43 -0.39
C 0.10 -0.60 1.25
C -0.35 -0.20 0.98
O 2.59 -0.17 -0.25
C 3.60 -1.08 -2.46
C 0.62 -2.28 -1.76
C -3.52 -2.17 -0.28
C -2.35 1.13 1.62
C 0.53 -0.83 1.06
C -0.66 1.27 -0.21
C 0.06 1.15 0.41
C -0.74 0.35 -0.26
C 0.19 1.12 -1.04
C 0.20 0.33 -0.22
C 0.11 0.21 0.37
C -0.73 -0.22 -0.09
C -0.62 2.92 2.28
C 2.08 2.17 0.57
H -0.66 1.04 -1.46
H 0.16 -1.67 -0.26
H -1.47 0.53 1.19
H -0.14 1.41 -0.90
H -0.70 0.78 1.61
H -0.41 -0.40 -0.94
H 0.25 -0.33 0.71
H -1.08 -0.54 1.42
H -0.95 1.75 -0.22
H 1.56 0.19 -0.76
H 0.53 -1.39 1.03
H 1.17 0.29 -0.42
H 0.01 -0.86 -1.63
H -1.46 1.04 -0.63
H -0.62 0.84 1.18
H 1.31 -0.70 1.27
H 0.55 -0.35 -1.74
H -1.48 -0.19 -0.24
H 1.26 0.91 -1.14
H -1.37 0.74 -0.44
H -0.12 -1.49 -0.89
H -1.64 -1.29 -0.42
H 0.78 0.54 -1.32
H -1.55 0.38 0.47
H 0.21 -1.88 -0.32
H 1.46 0.37 0.73
H -0.63 0.79 -1.75
H -1.09 -0.52 1.24
H -0.54 -1.44 -0.89
H -1.35 0.18 1.02
H 1.46 -0.85 0.75
H -1.30 0.61 1.19
H 0.69 1.24 -0.87
H 0.83 -0.84 1.16
H -0.90 -1.47 -0.51
H -1.14 1.05 0.92
H 1.53 0.59 -0.68
H 0.78 -1.03 1.22
H -0.44 -1.00 -1.01
H -0.12 1.55 1.13
H 1.77 1.07 0.14
C 0.14 -0.27 -1.09
C -0.44 -0.47 0.26
O 0.28 0.42 -0.51
C 1.23 0.72 0.51
O -0.52 -0.66 -0.86
O -0.20 0.11 0.81
F -0.20 0.03 0.06
H -0.20 0.03 0.19
H 0.22 0.19 0.11
H -0.08 -0.14 0.08
C 0.19 -0.98 -0.17
C 0.34 0.34 0.38
O -0.36 -0.58 -0.17
C -0.53 0.96 -1.47
O 0.47 -0.70 0.77
O -0.11 0.58 0.26
F -0.01 0.01 0.24
H -0.01 0.17 0.19
H -0.10 0.11 -0.20
H 0.15 0.07 0.14
C 0.44 0.86 -0.42
C -0.19 0.20 0.67
O 0.41 0.09 -0.59
C -0.57 -1.05 -0.95
O 0.25 0.82 0.52
O -0.28 -0.65 0.40
F 0.02 -0.01 0.23
H 0.01 -0.10 0.23
H -0.09 -0.16 -0.14
H -0.12 0.04 0.18
C -0.68 -0.54 -0.46
C 0.10 -0.18 0.69
O -0.40 0.07 -0.62
C 1.38 0.69 -0.85
O -0.83 -0.61 0.45
O 0.31 0.39 0.41
F -0.09 0.09 0.16
H 0.00 0.16 0.26
H 0.15 0.08 -0.12
H 0.02 -0.08 0.18
C 0.21 0.08 1.00
C -0.68 0.24 -0.16
O 0.48 -0.35 0.43
C 1.31 0.14 -1.02
O -0.75 0.02 0.76
O -0.24 -0.11 -0.66
F -0.16 -0.12 -0.04
H -0.19 -0.09 -0.16
H 0.20 0.00 -0.15
H -0.15 0.09 -0.04

Calculated values
SMILES string: CCC(=O)O[C@@](N)(CCO)CCOCCOc1ccc(C(C)(C)CC(C)(C)C)cc1.O=C1OC[C@@H](F)O1.O=C1OC[C@@H](F)O1.O=C1OC[C@@H](F)O1.O=C1OC[C@@H](F)O1.O=C1OC[C@@H](F)O1
Charge: 0
HOMO level in eV: -8.44
HOMO-LUMO gap in eV: 8.4064



Formula: CH2O2
Source: the OMol25 dataset
Level of theory: ωB97M-V/def2-TZVPD

Geometry (Å):
C: 1.627 -1.671 -0.269
O: 1.909 -1.772 -1.357
O: 1.407 -1.532 0.852
H: -2.494 2.739 0.660
H: -2.449 2.235 0.114

Forces on the atoms, in the same order (eV/Å):
C -0.09 0.46 2.29
O 0.60 -0.46 -3.45
O -0.51 0.01 1.16
H 0.01 -0.08 -0.08
H -0.01 0.08 0.08

Calculated values
SMILES string: [H][H].O=C=O
Charge: 0
HOMO level in eV: -13.09
HOMO-LUMO gap in eV: 13.5948



Formula: C39H37F9MoOP2
Source: the OMol25 dataset
Level of theory: ωB97M-V/def2-TZVPD

Geometry (Å):
Mo: 0.568 0.587 1.110
C: 1.797 -0.695 -3.335
C: 0.477 -0.503 -3.485
C: -0.357 -1.524 -4.222
C: -0.128 -3.043 -3.903
C: 0.190 -3.314 -2.465
C: 1.463 -3.300 -2.010
C: 2.604 -3.099 -2.956
C: 2.472 -1.906 -3.934
C: -0.372 0.011 3.140
H: 2.490 0.048 -2.914
H: 0.045 0.504 -3.375
H: -0.175 -1.367 -5.294
H: -1.417 -1.337 -4.068
H: -1.060 -3.580 -4.162
H: 0.675 -3.442 -4.562
H: -0.660 -3.666 -1.873
H: 1.750 -3.776 -1.092
H: 2.695 -4.030 -3.539
H: 3.534 -2.950 -2.391
H: 3.482 -1.610 -4.260
H: 1.920 -2.229 -4.826
H: 0.468 0.621 3.555
H: -0.358 -0.974 3.641
H: -1.337 0.476 3.358
P: -0.494 1.161 -0.921
P: -0.345 -1.557 1.218
C: -1.007 -0.523 -1.362
C: -0.847 -1.591 -0.496
C: -1.692 2.331 -1.550
C: -2.330 2.206 -2.790
C: -3.327 3.119 -3.144
C: -3.704 4.135 -2.263
C: -3.056 4.257 -1.030
C: -2.081 3.347 -0.665
C: 1.151 1.788 -1.542
C: 2.315 1.335 -0.876
C: 3.567 1.799 -1.312
C: 3.655 2.836 -2.253
C: 2.497 3.355 -2.827
C: 1.247 2.840 -2.473
C: -1.654 -2.490 2.031
C: -2.960 -1.974 1.927
C: -3.997 -2.604 2.604
C: -3.790 -3.761 3.347
C: -2.491 -4.267 3.425
C: -1.424 -3.652 2.773
C: 1.249 -2.417 1.580
C: 2.194 -1.704 2.342
C: 3.450 -2.274 2.597
C: 3.822 -3.503 2.038
C: 2.901 -4.168 1.226
C: 1.604 -3.667 1.044
H: -1.662 -0.668 -2.230
H: -1.283 -2.554 -0.774
H: -2.085 1.368 -3.443
H: -3.833 3.012 -4.101
H: -4.522 4.810 -2.529
H: -3.352 5.053 -0.348
H: -1.626 3.359 0.332
H: 2.234 0.550 -0.057
H: 4.487 1.382 -0.915
H: 4.626 3.238 -2.530
H: 2.553 4.161 -3.550
H: 0.348 3.253 -2.922
H: -3.137 -1.069 1.329
H: -4.995 -2.177 2.543
H: -4.625 -4.274 3.826
H: -2.311 -5.153 4.006
H: -0.412 -4.057 2.852
H: 1.961 -0.686 2.711
H: 4.154 -1.743 3.221
H: 4.804 -3.921 2.226
H: 3.207 -5.079 0.726
H: 0.893 -4.194 0.410
F: -2.898 4.076 2.501
C: -2.187 3.545 3.536
F: -2.517 4.224 4.670
F: -2.615 2.270 3.675
C: -0.634 3.543 3.227
O: -0.281 2.622 2.371
C: -0.189 4.984 2.721
F: -0.813 5.989 3.414
F: 1.149 5.175 2.822
F: -0.504 5.176 1.418
C: 0.061 3.414 4.685
F: 0.101 4.622 5.351
F: -0.635 2.545 5.468
F: 1.320 2.942 4.572

Forces on the atoms, in the same order (eV/Å):
Mo -1.34 3.47 4.78
C 0.13 0.16 -0.40
C 0.84 0.10 -0.90
C -0.12 -0.28 -0.29
C -0.27 0.21 -0.48
C 1.05 -0.72 0.10
C -1.17 -0.90 -1.21
C 0.58 0.46 -0.18
C 0.25 -0.08 0.00
C 1.12 -0.06 0.37
H -0.68 -0.26 -0.27
H 0.22 -0.63 0.08
H -0.18 -0.09 0.09
H -0.16 0.22 -0.09
H 0.47 0.26 0.02
H -0.80 0.06 0.58
H 0.62 -0.15 -0.15
H -0.19 0.39 0.04
H 0.28 0.22 0.14
H -0.18 -0.26 -0.07
H -0.35 -0.14 0.06
H 0.50 0.40 0.22
H -0.64 -0.19 -0.02
H 0.16 0.26 -0.61
H 0.25 0.13 -0.60
P 0.24 0.16 -1.27
P 0.34 -1.38 0.17
C -0.37 -1.50 1.41
C -1.03 1.14 -1.59
C -0.85 0.20 0.79
C -0.07 -0.19 -0.01
C 0.15 -0.25 0.03
C 0.22 -0.10 0.05
C -0.41 0.26 -0.14
C 0.43 -0.30 0.37
C -0.30 0.06 0.82
C -0.40 0.23 -0.56
C 0.06 0.17 0.54
C -0.34 -0.50 0.23
C -0.36 -0.26 0.33
C 0.17 -0.32 0.12
C -0.67 0.45 -0.06
C 0.35 0.06 0.06
C -0.48 0.34 -0.25
C 0.60 0.07 -0.30
C -0.17 -0.01 -0.07
C 0.30 0.19 0.10
C 0.02 0.32 -0.29
C 0.26 -0.18 -0.43
C -0.03 0.10 -0.11
C -0.90 0.64 0.03
C -0.38 0.10 0.17
C 0.23 0.30 0.14
H 0.54 0.07 0.29
H -0.02 0.64 0.13
H -0.07 0.28 -0.07
H 0.13 0.01 0.20
H 0.39 -0.20 0.08
H 0.12 -0.26 -0.07
H -0.18 0.31 -0.35
H 0.99 0.13 -1.11
H -0.16 0.09 0.16
H -0.15 -0.20 0.05
H 0.01 -0.06 0.08
H 0.11 -0.14 0.06
H -0.09 -0.38 0.34
H 0.13 -0.09 -0.04
H 0.32 0.23 -0.04
H 0.11 -0.23 0.07
H -0.40 0.07 0.09
H 0.29 -0.69 0.26
H 0.04 0.08 0.03
H -0.07 0.07 -0.04
H -0.18 -0.08 0.09
H 0.11 -0.07 0.47
F 0.56 -0.31 0.66
C -0.59 0.62 0.26
F 0.29 -0.73 -1.43
F 0.09 0.41 -0.05
C 0.11 1.71 2.01
O 1.27 -2.53 -2.74
C -0.40 1.39 0.13
F 0.66 -1.11 -0.79
F -0.96 -0.43 0.02
F 0.11 -0.42 0.53
C -0.26 0.76 0.65
F 0.15 -1.94 -0.87
F 0.71 0.40 -0.54
F -0.68 0.22 0.01

Calculated values
Charge: +2
HOMO level (alpha / beta) in eV: -14.18 / -14.18
HOMO-LUMO gap (alpha / beta) in eV: 5.5667 / 6.1348
Expectation value of S²: 2.048
2S+1: 3



Calculated values (Eh) of electronic energy for the records, taken in order: -1065.5470 -3578.2982 -189.7828 -3232.4404.
Calculated values (eV) of energy above the lowest of the compared OMol25 structures with the same formula, charge and spin for the records, taken in order: 4.945 8.655 0.162 1.915.